46
Properties=species:S:1:pos:R:3:forces:R:3 method="wB97M-V/def2-TZVPD" energy_ev=-74834.382 total_charge=-1 multiplicity=1 gap_ha=0.229
C -3.483 0.196 -0.807 -0.4 -0.2 -0.3
C -2.796 -0.902 -1.628 -0.1 -0.1 0.1
C -2.236 -2.065 -0.807 -0.3 0.4 0.3
C -1.239 -1.657 0.280 0.5 -0.1 -0.5
C 0.214 -1.633 -0.234 -0.2 -0.3 0.3
C 1.108 -2.694 0.410 -0.3 0.0 -0.5
C 2.578 -2.391 0.206 0.2 -0.1 0.3
C 3.160 -1.167 0.965 -0.3 -0.1 0.0
C 2.257 -0.370 1.935 0.4 0.6 -0.1
C 1.970 1.097 1.512 -0.5 -0.2 0.2
C 0.517 1.551 1.695 0.6 0.0 0.2
As -0.047 3.117 0.476 -0.5 0.3 0.1
C -0.787 1.883 -0.988 0.3 -0.1 -0.4
C -0.036 1.977 -2.312 -0.2 0.1 0.4
H -4.562 0.123 -0.921 -0.2 0.0 0.0
H -3.177 1.181 -1.141 -0.3 -0.2 0.1
H -3.273 0.123 0.253 0.1 0.1 0.2
H -3.537 -1.316 -2.308 0.0 -0.1 -0.3
H -2.008 -0.477 -2.246 0.2 0.1 0.0
H -1.752 -2.764 -1.484 0.1 -0.3 -0.1
H -3.075 -2.592 -0.348 -0.1 -0.1 0.0
H -1.464 -0.673 0.679 -0.3 0.0 0.1
H -1.315 -2.361 1.105 0.0 -0.1 0.2
H 0.659 -0.655 -0.111 0.1 0.3 0.1
H 0.214 -1.832 -1.303 0.0 0.1 -0.3
H 0.849 -2.860 1.451 0.1 0.2 0.3
H 0.881 -3.636 -0.096 0.0 -0.2 0.1
H 2.729 -2.270 -0.865 0.1 0.1 -0.2
H 3.159 -3.274 0.471 0.1 -0.2 0.1
H 4.026 -1.502 1.529 0.2 -0.2 0.1
H 3.564 -0.478 0.231 0.0 0.2 -0.1
H 2.785 -0.319 2.884 0.0 -0.1 0.3
H 1.305 -0.836 2.157 -0.1 -0.4 -0.1
H 2.297 1.275 0.486 0.0 -0.1 -0.2
H 2.568 1.757 2.134 0.4 0.2 -0.1
H 0.400 1.940 2.705 -0.2 0.1 0.2
H -0.167 0.708 1.606 -0.2 -0.1 -0.2
H -1.486 3.098 1.194 -0.1 -0.1 0.1
H 0.484 4.151 1.571 0.1 0.0 0.1
H 1.383 3.146 -0.221 0.2 -0.1 -0.2
H -0.521 4.369 -0.411 0.0 0.1 -0.1
H -1.833 2.139 -1.151 0.3 0.4 0.2
H -0.771 0.854 -0.624 0.0 0.0 0.1
H -0.184 1.082 -2.917 0.1 -0.1 -0.3
H -0.387 2.839 -2.874 0.0 0.1 -0.2
H 1.030 2.117 -2.138 0.2 -0.1 0.0